Computed, not measured: C46H45AuN2P3S as an isolated structure, with ωB97M-V/def2-TZVPD.

<S²>: 2.011
Maximum force, eV/Å: 0.11
Spin multiplicity: 3
Electronic energy, eV: -93783.81851
Highest occupied orbital energy (spin up / spin down), eV: -14.68 / -15.61
Net charge: +3
Orbital gap (spin up / spin down), Eh: 0.28233 / 0.16127
LUMO energy (spin up / spin down), eV: -6.996 / -11.217

CARTESIAN COORDINATES (ANGSTROEM)
Au 0.79 1.03 -0.95
N 2.34 1.84 -2.31
C 2.89 3.13 -1.88
C 3.42 4.00 -2.81
C 3.92 5.23 -2.39
C 3.90 5.57 -1.04
C 3.37 4.69 -0.11
C 2.86 3.46 -0.53
P 2.15 2.29 0.62
C 3.42 1.16 1.19
C 4.75 1.34 0.82
C 5.71 0.42 1.24
C 5.33 -0.66 2.02
C 4.00 -0.84 2.38
C 3.04 0.06 1.96
C 1.36 3.14 1.97
C 0.22 3.90 1.69
C -0.44 4.55 2.71
C 0.04 4.45 4.01
C 1.17 3.70 4.30
C 1.84 3.04 3.28
H 1.96 1.92 -3.25
H 3.07 1.13 -2.36
H 3.44 3.74 -3.86
H 4.33 5.91 -3.12
H 4.30 6.52 -0.72
H 3.34 4.96 0.94
H 5.05 2.19 0.22
H 6.74 0.56 0.97
H 6.08 -1.37 2.35
H 3.72 -1.69 3.00
H 2.00 -0.08 2.25
H -0.15 3.97 0.67
H -1.32 5.15 2.50
H -0.48 4.97 4.81
H 1.54 3.64 5.31
H 2.72 2.45 3.50
C -4.79 -6.01 -0.64
S -4.89 -5.00 0.81
C -4.66 -3.35 0.16
C -3.17 -2.98 0.17
C -3.03 -1.54 -0.36
N -1.64 -1.14 -0.64
P -1.07 0.21 0.19
C -0.66 -0.33 1.86
C -0.58 0.60 2.90
C -0.15 0.21 4.16
C 0.22 -1.11 4.39
C 0.15 -2.04 3.36
C -0.28 -1.65 2.10
C -2.34 1.47 0.32
C -2.47 2.38 -0.73
C -3.46 3.35 -0.70
C -4.34 3.40 0.37
C -4.23 2.49 1.42
C -3.24 1.52 1.39
P -1.28 -1.20 -2.39
C -1.74 -2.92 -2.77
C -2.95 -3.11 -3.43
C -3.38 -4.39 -3.78
C -2.58 -5.48 -3.49
C -1.35 -5.31 -2.84
C -0.94 -4.03 -2.49
C 0.55 -1.32 -2.41
C 1.14 -1.01 -3.64
C 2.51 -1.16 -3.83
C 3.32 -1.57 -2.77
C 2.75 -1.85 -1.54
C 1.38 -1.75 -1.36
H -4.73 -7.05 -0.33
H -3.94 -5.71 -1.25
H -5.71 -5.85 -1.22
H -5.24 -2.70 0.81
H -5.07 -3.32 -0.85
H -2.61 -3.66 -0.47
H -2.76 -3.05 1.18
H -3.49 -0.85 0.35
H -3.62 -1.45 -1.28
H -0.85 1.64 2.73
H -0.10 0.93 4.96
H 0.55 -1.42 5.37
H 0.44 -3.07 3.54
H -0.33 -2.38 1.30
H -1.78 2.35 -1.57
H -3.55 4.05 -1.52
H -5.12 4.15 0.39
H -4.92 2.54 2.25
H -3.16 0.82 2.22
H -3.56 -2.25 -3.69
H -4.31 -4.52 -4.31
H -2.89 -6.48 -3.80
H -0.72 -6.16 -2.65
H 0.03 -3.91 -2.02
H 0.52 -0.68 -4.47
H 2.95 -0.95 -4.80
H 4.39 -1.68 -2.92
H 3.38 -2.18 -0.72
H 0.94 -2.02 -0.41